1.
Below is a molecular structure, C32H46BrMnN3P2S, with properties calculated with ωB97M-V/def2-TZVPD.

Summary:
Total charge = +2
LUMO energy (spin up / spin down) = -6.50 / -6.84 eV
HOMO-LUMO gap (spin up / spin down) = 7.1860 / 7.0011 eV
⟨S²⟩ = 8.760
2S+1 = 6

Each line ends with the Mulliken charge.
Geometry (Å):
N 3.53537 4.80721 2.16811  -0.51
C 4.03190 3.59851 1.90814  -0.47
C 3.47344 2.73927 0.95521  -0.32
C 2.35391 3.17557 0.20630  -0.32
C 1.81980 4.44912 0.52215  -0.21
C 2.44919 5.21703 1.51113  -0.67
C 1.77439 2.34152 -0.82604  0.55
Mn 0.08724 0.27283 -0.08097  1.32
P -1.16150 -1.76826 -0.59942  0.13
C 0.43957 2.45509 -1.22524  -1.00
C -0.07035 1.96383 -2.49999  -0.19
C -1.41191 2.23866 -2.88040  -0.60
C -2.06307 1.33249 -3.71378  -0.31
C -1.33103 0.22965 -4.17450  -0.05
C 0.05982 0.13466 -4.06289  -0.62
C 0.71508 1.11593 -3.30443  -0.49
Br -2.29678 -1.21759 -5.02974  -0.05
H 2.43430 1.62278 -1.31787  0.50
H -0.21080 3.16899 -0.71074  0.50
H 3.90055 1.74979 0.79239  0.46
H 0.97624 4.86931 -0.02307  0.54
H 4.92421 3.29082 2.45237  0.39
H 2.06539 6.20977 1.74424  0.40
H -1.94017 3.10839 -2.48214  0.65
H 1.80349 1.19042 -3.27128  0.98
H -3.12330 1.42476 -3.94016  0.47
H 0.59443 -0.69006 -4.52848  0.51
P -1.22468 1.10806 1.98123  0.92
C -0.08198 -2.72578 -1.72675  0.16
C -0.78961 -3.51171 -2.81724  -0.93
H 0.53612 -3.38897 -1.10001  0.56
H 0.61683 -2.01151 -2.18836  -0.07
H -0.05576 -4.08738 -3.40081  0.47
H -1.52861 -4.22193 -2.42534  0.28
H -1.28735 -2.82249 -3.51936  -0.24
C -2.70685 -1.23775 -1.42602  1.32
C -3.78244 -2.27166 -1.74625  -1.78
H -2.38490 -0.75137 -2.35653  -1.05
H -3.14362 -0.42701 -0.81669  -0.04
H -4.51910 -1.80705 -2.41458  0.45
H -3.38742 -3.15213 -2.26575  0.30
H -4.31372 -2.58952 -0.83961  0.39
C -1.67681 -2.88167 0.75441  0.20
C -2.14773 -4.26315 0.31159  -1.60
H -2.46770 -2.36354 1.32516  0.26
H -0.81476 -2.97692 1.43884  0.30
H -2.49212 -4.81671 1.19361  0.48
H -2.98669 -4.20375 -0.39131  0.29
H -1.32613 -4.82898 -0.14844  0.32
C -1.53878 0.38898 3.66629  -1.07
C -1.84524 -1.10342 3.68667  -1.13
H -2.39054 0.94708 4.08878  0.68
H -0.67284 0.61612 4.30957  0.40
H -2.01537 -1.43010 4.72027  0.49
H -2.74813 -1.35417 3.11869  0.32
H -1.01088 -1.69802 3.28790  0.18
C -2.96996 1.29269 1.40653  -1.06
C -3.20233 2.35064 0.33241  -1.01
H -3.57499 1.51779 2.29971  0.59
H -3.28210 0.29555 1.05186  0.46
H -4.28097 2.51811 0.20939  0.48
H -2.74815 3.31481 0.59329  0.28
H -2.80368 2.05263 -0.64651  0.04
C -0.74383 2.83236 2.42731  -0.38
C 0.41842 2.94428 3.41686  -1.32
H -1.63944 3.33663 2.83093  0.60
H -0.48072 3.34638 1.48319  0.03
H 0.61477 4.00294 3.62417  0.42
H 0.20873 2.45644 4.37732  0.35
H 1.34381 2.52448 3.00487  0.20
N 1.20943 -1.28867 2.84659  -0.08
C 1.93401 -1.64726 1.76645  -0.13
N 1.88120 -1.04800 0.57781  0.85
C 2.94123 -1.52149 -0.23494  -0.83
C 3.30058 -1.06500 -1.50969  0.17
C 4.45953 -1.56979 -2.11395  -0.96
C 5.20601 -2.58006 -1.48809  -0.65
C 4.79671 -3.10652 -0.25787  -0.42
C 3.69570 -2.53849 0.37284  0.70
S 3.02631 -2.98946 1.93224  -0.25
H 1.36771 -1.81669 3.69482  0.29
H 0.82834 -0.35326 2.92156  -0.11
H 2.66611 -0.32656 -1.99022  0.03
H 4.77788 -1.18975 -3.08705  0.45
H 6.10529 -2.97359 -1.95737  0.42
H 5.30176 -3.93518 0.22666  0.45



2.
Below is a molecular structure, C32H46MgN8S, with properties calculated with ωB97M-V/def2-TZVPD.

Summary:
LUMO energy = -0.18 eV
HOMO-LUMO gap = 4.9105 eV

Each line ends with the Mulliken charge.
Geometry (Å):
Mg -0.59685 -0.12628 0.09825  2.63
C -2.26605 -1.16788 2.58695  -0.88
C -1.76955 0.21472 3.01125  -1.14
N -1.58465 1.10322 1.88045  -0.18
C -2.79725 1.71842 1.39535  -1.79
C -3.49385 0.74312 0.49945  1.05
C -4.86805 0.61562 0.44065  -1.07
C -5.42285 -0.32118 -0.43155  -0.95
C -4.54965 -1.08788 -1.20825  -0.86
C -3.18775 -0.89718 -1.07605  0.96
C -2.17295 -1.65948 -1.87615  -1.59
N -0.99825 -1.90878 -1.07995  -0.46
C -1.02665 -3.13468 -0.32175  -0.87
C -1.86525 -2.91038 0.93405  -0.90
N -1.42115 -1.68128 1.53935  -0.11
N -2.66895 0.00482 -0.24605  1.10
H -3.28745 -1.09588 2.19885  0.44
H -2.28815 -1.82218 3.47755  0.53
H -0.80605 0.08962 3.50655  0.32
H -2.47285 0.64412 3.74245  0.48
H -0.90165 1.81012 2.12235  0.27
H -2.51725 2.59702 0.80625  0.37
H -3.47055 2.03802 2.20805  0.42
H -5.49685 1.22972 1.06825  0.57
H -6.48945 -0.46168 -0.49595  0.48
H -4.92985 -1.82668 -1.89875  0.55
H -1.88665 -1.02708 -2.72275  0.28
H -2.61685 -2.59288 -2.25895  0.36
H -0.15945 -1.84968 -1.64235  -0.28
H -0.00265 -3.38108 -0.03575  0.20
H -1.43655 -3.97808 -0.90225  0.55
H -1.78825 -3.78278 1.60485  0.53
H -2.91715 -2.79108 0.64895  0.40
H -0.46895 -1.76558 1.88365  0.35
C 2.47645 -1.72998 -2.31025  -1.32
C 1.86925 -0.31178 -2.09935  0.91
C 3.03775 0.68672 -2.24715  -1.44
C 0.87815 -0.06258 -3.25765  -1.53
N 1.19565 -0.18538 -0.83815  0.39
H 2.67075 -1.89688 -3.36805  0.52
H 1.80965 -2.51288 -1.94785  -0.02
H 3.41445 -1.82278 -1.77175  0.33
H 3.48445 0.58912 -3.23485  0.52
H 3.80055 0.47812 -1.50345  0.25
H 2.69875 1.70762 -2.10475  0.16
H 1.41665 0.16812 -4.17475  0.59
H 0.22425 0.76702 -3.00855  0.02
H 0.26725 -0.94238 -3.45705  0.23
C -4.16475 3.35812 -3.88495  -1.43
C -2.88965 3.11982 -3.16215  0.60
C -1.69075 3.79482 -3.16015  -1.31
C -0.87285 3.10912 -2.23685  0.35
N -1.53125 2.08792 -1.71665  0.45
N -2.74435 2.10452 -2.28125  0.06
C 0.53395 3.40032 -1.86685  -0.94
H -4.00935 4.06552 -4.69345  0.37
H -4.91515 3.76302 -3.20605  0.26
H -4.55445 2.42782 -4.29345  0.34
H -1.42975 4.65142 -3.74725  0.48
H -3.42305 1.39512 -2.06215  -0.08
H 1.17005 3.28752 -2.74425  0.33
H 0.84385 2.69752 -1.09435  -0.22
H 0.64135 4.42342 -1.50865  0.52
N 0.82885 -0.05868 1.45155  -0.47
S 2.12495 0.22642 0.54305  0.58
C 3.16665 -1.26138 0.68385  0.57
C 4.54405 -1.10888 0.61785  -0.46
C 5.37365 -2.19688 0.80325  -1.09
C 4.83135 -3.45048 1.05305  -0.67
C 3.45835 -3.60068 1.12775  -0.90
C 2.62915 -2.50548 0.95155  0.37
C 3.06045 0.64502 2.39155  -0.23
C 3.16025 2.00112 2.65805  -0.33
C 3.27225 2.47522 3.95665  -0.70
C 3.27225 1.58292 5.01555  -0.43
C 3.18955 0.22222 4.76785  -0.90
C 3.08715 -0.23758 3.46615  -0.09
H 0.97105 0.36942 2.35585  0.20
H 4.95225 -0.12238 0.44995  0.47
H 6.44545 -2.06888 0.76795  0.41
H 5.48115 -4.30028 1.20915  0.36
H 3.03515 -4.57478 1.33755  0.38
H 1.55425 -2.59358 1.02945  -0.13
H 3.12455 2.69772 1.82755  0.34
H 3.34105 3.53932 4.14715  0.41
H 3.33115 1.94642 6.03305  0.38
H 3.18825 -0.47988 5.59395  0.40
H 2.99565 -1.30278 3.28575  0.34